Record 1
38
Properties=species:S:1:pos:R:3:mulliken_charge:R:1 method="wB97M-V/def2-TZVPD" lumo_energy_ev=-0.84 relative_energy_kj_mol=0.0 homo_lumo_gap_ev=7.1
Br -1.8434 0.1789 4.6505 -0.16
N -1.1166 0.3160 0.6183 -0.42
N 1.2601 -0.0696 0.5478 -0.39
O 0.0436 0.0182 2.5139 -0.37
C 0.0693 0.1723 1.1812 0.39
C -1.2682 0.0774 2.8345 0.15
C -1.9930 0.2536 1.7150 0.20
C 1.3848 0.1115 -0.7303 -0.22
C 2.6398 0.0276 -1.4690 -0.62
C 3.8049 -0.4619 -0.9558 -0.01
C 7.5739 -1.2962 -2.7227 -0.51
C 7.3223 -1.6148 -1.4038 -0.51
C 6.5823 -0.7049 -3.4937 -0.46
C -4.4003 0.2653 2.5782 -0.50
C -4.0841 0.7892 0.2780 -0.44
C 6.0847 -1.3323 -0.8510 -0.54
C 5.3298 -0.4425 -2.9611 -0.36
C -5.7986 0.4654 2.4442 -0.87
C -5.4443 1.0922 0.1636 -0.66
C -3.4840 0.4030 1.5448 0.77
C 5.0687 -0.7603 -1.6215 1.02
C -6.3373 0.8671 1.2120 1.09
C -7.7945 1.1118 1.0469 -1.36
H 0.5070 0.4272 -1.3003 0.38
H 2.5819 0.3432 -2.4995 0.26
H 3.7872 -0.8077 0.0802 0.36
H 8.5281 -1.4663 -3.1452 0.41
H 8.1033 -2.0900 -0.8236 0.38
H 6.7355 -0.3629 -4.5371 0.32
H -4.0605 -0.1223 3.5241 0.19
H -3.4093 0.8756 -0.5906 0.40
H 5.9367 -1.5564 0.2024 0.32
H 4.5499 0.0262 -3.6023 0.20
H -6.5084 0.2804 3.2585 0.36
H -5.8495 1.4678 -0.7872 0.24
H -8.1469 1.7474 1.8879 0.33
H -8.0238 1.6064 0.1188 0.36
H -8.3313 0.1642 1.0939 0.29

Record 2
60
Properties=species:S:1:pos:R:3:mulliken_charge:R:1 method="wB97M-V/def2-TZVPD" lumo_energy_ev=0.14 relative_energy_kj_mol=24.1 homo_lumo_gap_ev=10.8
C 5.5950 13.0171 14.5860 -0.07
Cl 5.4323 14.5117 13.6228 -0.15
Cl 6.1279 11.7464 13.4656 -0.14
H 6.3271 13.2203 15.3675 -0.11
H 4.6598 12.6842 15.0361 0.43
C 6.8121 10.7944 18.7439 -0.01
Cl 6.2611 9.2079 19.4955 -0.18
Cl 6.7920 10.6748 16.9240 -0.09
H 6.2366 11.6202 19.1620 0.29
H 7.8315 10.8942 19.1166 -0.04
C 12.8333 14.2487 17.3112 -0.14
Cl 12.7604 15.4163 15.9525 -0.11
Cl 13.1564 12.5892 16.7203 -0.14
H 13.6379 14.5198 17.9948 0.45
H 11.8873 14.2580 17.8525 -0.04
C 8.2640 16.3754 10.6657 0.38
Cl 7.6448 17.5490 11.8072 -0.14
Cl 8.0152 16.9516 8.9961 -0.21
H 9.3027 16.0728 10.7985 -0.03
H 7.6140 15.5075 10.7770 0.00
C 7.3882 15.9634 17.8279 -0.58
Cl 7.5345 16.1345 16.0778 -0.03
Cl 7.6722 14.3900 18.4054 -0.04
H 8.0231 16.7222 18.2854 0.31
H 6.3957 16.2375 18.1858 0.33
C 9.7585 11.5225 10.6916 -0.19
Cl 10.1280 13.2097 10.3583 -0.09
Cl 11.3051 10.7142 11.2191 -0.17
H 9.0233 11.5121 11.4962 -0.08
H 9.3034 11.0448 9.8239 0.52
C 11.3215 11.4647 19.2969 -0.29
Cl 10.8638 10.3198 20.6183 -0.18
Cl 10.3904 12.9481 19.5409 -0.12
H 12.3831 11.7024 19.2302 0.38
H 11.1245 10.9921 18.3346 0.19
C 10.2416 17.5369 14.2846 0.55
Cl 9.8345 19.2660 14.3412 -0.17
Cl 11.0489 17.1075 12.7729 -0.10
H 10.7115 17.2388 15.2218 0.22
H 9.2592 17.0703 14.2112 -0.53
C 10.0693 13.0158 14.3542 0.22
Cl 9.6739 12.8458 16.0684 0.07
Cl 8.9710 14.0768 13.4810 0.23
H 11.0330 13.5251 14.3557 -0.23
H 10.1166 12.0234 13.9058 -0.14
C 11.3579 8.1420 13.0178 -0.38
Cl 10.1374 9.0246 13.9279 -0.06
Cl 11.3760 6.4220 13.5448 -0.18
H 11.1860 8.0559 11.9449 0.30
H 12.3335 8.5935 13.1981 0.32
C 13.0512 13.9364 11.9902 0.34
Cl 13.5997 12.6068 13.0289 -0.14
Cl 13.9793 15.3999 12.3675 -0.15
H 13.2767 13.6146 10.9735 0.35
H 11.9931 14.0628 12.2196 -0.42
C 7.1599 13.4916 8.1330 -0.17
Cl 6.9179 12.6991 9.6922 -0.07
Cl 7.8188 12.3662 6.8728 -0.17
H 6.1808 13.8420 7.8063 0.38
H 7.7969 14.3730 8.2069 0.01

Record 3
9
Properties=species:S:1:pos:R:3:mulliken_charge:R:1 method="wB97M-V/def2-TZVPD" lumo_energy_ev=4.25 total_charge=-1 relative_energy_kj_mol=238.3 homo_lumo_gap_ev=9.0
C 2.5269 -0.3717 -0.3468 0.61
N 0.1550 -1.0890 -0.4055 0.46
N -1.0673 -1.2618 -0.5959 -0.92
N 0.9367 -0.1900 -0.3819 0.26
O 3.0940 0.6818 -0.2140 -0.67
O 2.8239 -1.5340 -0.4533 -0.61
O 0.5972 1.4993 -0.7772 -0.66
H 1.4890 1.7875 -0.5596 0.34
H -1.2678 -2.2621 -0.4659 0.20